Formula: C4H13NO2S
Source: the Open Molecules 2025 dataset
Level of theory: ωB97M-V/def2-TZVPD

Last column: Mulliken charge in e.
Geometry (Å):
C: 1.556 0.561 1.168  -1.4136
C: 0.308 0.016 0.415  0.4815
C: -0.652 -0.606 1.445  -1.1330
S: 0.056 -2.103 2.174  -0.1900
N: -0.335 1.068 -0.343  -0.3694
C: -0.106 1.087 -1.755  -0.3158
O: 1.299 1.235 -2.094  -0.5525
H: 1.691 0.186 2.183  0.3927
H: 2.486 0.225 0.702  0.3650
H: 1.490 1.648 1.218  0.3257
H: 0.670 -0.779 -0.230  0.2531
H: -1.664 -0.774 1.070  0.5997
H: -0.860 0.162 2.198  0.3225
H: -0.615 -2.995 1.435  0.1145
H: -0.322 1.990 0.074  0.2908
H: -0.583 1.971 -2.164  0.3384
H: -0.424 0.173 -2.211  0.2731
H: 1.779 1.499 -1.305  0.3126
O: -2.158 -1.355 -1.633  -0.6670
H: -1.716 -2.215 -1.579  0.3411
H: -1.899 -0.994 -0.769  0.2307

The charge is 0. Its SMILES is C[C@@H](CS)NCO.O. For the maximum force, the calculation gives 0.0349 hartree/bohr. The highest occupied orbital energy comes out at -9.202 eV. For the frontier orbital gap, the calculation gives 9.72 eV.

=====

Formula: C4H13NO2S
Source: the Open Molecules 2025 dataset
Level of theory: ωB97M-V/def2-TZVPD

Last column: Mulliken charge in e.
Geometry (Å):
C: -1.074 1.649 -0.507  -0.9197
N: -0.709 0.816 0.636  -0.3641
C: 0.438 -0.047 0.463  0.0693
C: 0.257 -1.002 -0.709  -0.8171
O: 0.849 -2.254 -0.295  -0.5277
C: 1.727 0.794 0.310  -0.7653
S: 3.286 -0.103 0.115  -0.2582
H: -2.025 2.147 -0.385  0.3563
H: -1.100 1.024 -1.399  0.3236
H: -0.299 2.360 -0.806  0.3110
H: -0.620 1.406 1.451  0.2838
H: 0.580 -0.651 1.350  0.3785
H: 0.790 -0.678 -1.612  0.3819
H: -0.789 -1.202 -0.919  0.3899
H: 0.854 -2.846 -1.053  0.3111
H: 1.599 1.463 -0.546  0.3205
H: 1.785 1.429 1.194  0.4217
H: 2.776 -1.333 0.210  0.1407
O: -2.725 -1.374 0.763  -0.6649
H: -3.368 -0.967 1.355  0.2802
H: -2.232 -0.631 0.385  0.3485

The charge is 0. Its SMILES is CN[C@@H](CO)CS.O. For the maximum force, the calculation gives 0.0275 hartree/bohr. The highest occupied orbital energy comes out at -8.927 eV. For the frontier orbital gap, the calculation gives 9.69 eV.

=====

Calculated molecular weight (g/mol), listed in the same order as above: 139.22 139.22